1.
Density functional theory data (ωB97M-V/def2-TZVPD) for a structure of composition C43H40BrF4N4O4SSbSc.

Atoms and positions in Å:
Sb1 0.7066 -0.7153 2.5099
Br1 -3.2945 2.3732 -2.5253
Sc1 -1.2285 -0.2082 -1.3199
S1 -1.0731 -1.2426 1.1816
F1 -5.5233 1.0015 1.1968
F2 -7.7109 -1.9024 -1.7928
F3 -5.4515 -2.4669 -2.9913
F4 -3.1872 0.4250 -0.0133
O1 3.3294 4.2949 -6.1145
O2 0.9112 0.2075 -0.9155
O3 -0.6625 0.6531 -3.0811
O4 4.5031 3.8766 -4.3562
N1 -0.4247 -2.2799 -2.2559
N2 -1.2668 2.1419 -0.6478
N3 3.5003 3.7706 -5.0347
N4 -2.9269 -1.2164 -2.0196
C1 1.7399 0.8831 -1.5408
C2 2.0061 -2.5908 -1.6503
C3 -1.2932 -2.2728 -3.4584
C4 2.4095 2.9461 -4.5046
C5 1.5289 1.5307 -2.7924
C6 -5.5297 0.1375 0.1725
C7 -0.6369 3.0799 5.2544
C8 -2.1361 4.3545 -0.8844
C9 0.1518 -3.3744 3.8389
C10 -2.0967 3.0104 -1.2155
C11 -1.2779 4.8109 0.0953
C12 3.0289 1.0849 1.7003
C13 2.6003 -0.2385 1.7301
C14 -4.3455 -0.1660 -0.4476
C15 2.2506 -2.3844 4.5217
C16 3.4473 -1.2537 1.2972
C17 -5.4062 -1.6119 -1.9526
C18 -2.7565 -2.2064 -3.0790
C19 2.5749 2.3139 -3.3084
C20 0.6557 2.5825 5.3663
C21 1.2197 2.8211 -5.2383
C22 -1.1257 1.4623 3.5420
C23 0.1668 0.9625 3.6584
C24 4.7098 -0.9408 0.8138
C25 0.1923 2.0569 -4.7564
C26 1.0865 -2.3486 3.7594
C27 0.5164 4.3706 1.8213
C28 -6.6060 -1.3136 -1.3267
C29 2.4758 -3.4550 5.3735
C30 -0.4068 3.9269 0.7253
C31 1.0597 1.5211 4.5700
C32 -0.7285 -3.4553 -1.3956
C33 1.5439 -4.4814 5.4575
C34 -1.5248 2.5237 4.3438
C35 4.2963 1.3948 1.2252
C36 -0.5896 -4.8166 -2.0614
C37 -4.1961 -1.0400 -1.5262
C38 0.9809 -2.2972 -2.7306
C39 -6.7049 -0.4425 -0.2599
C40 5.1333 0.3816 0.7766
C41 0.3070 1.3837 -3.5146
C42 0.3872 -4.4436 4.6920
C43 -0.4476 2.6084 0.3060
H1 -0.9531 3.9013 5.8841
H2 -0.7695 -5.5907 -1.3151
H3 -2.8271 5.0154 -1.3861
H4 2.9889 -1.5931 4.4505
H5 -0.7318 1.9496 -5.3074
H6 2.7361 1.0043 -1.0907
H7 1.8140 -2.0044 -0.7545
H8 -1.3127 -4.9683 -2.8623
H9 -3.3241 -1.9535 -3.9775
H10 2.0666 1.1316 4.6736
H11 5.3679 -1.7302 0.4756
H12 0.2140 1.8749 0.7501
H13 -0.0018 4.3725 2.7816
H14 1.1696 -1.3246 -3.1897
H15 1.3721 3.7038 1.9138
H16 -0.7496 -3.3432 3.2382
H17 -1.2856 5.8584 0.3714
H18 0.8891 5.3774 1.6371
H19 -1.7414 -3.3236 -1.0152
H20 1.3454 3.0132 6.0799
H21 1.7224 -5.3158 6.1225
H22 4.6314 2.4239 1.2117
H23 -1.0189 -1.3978 -4.0461
H24 3.3786 -3.4886 5.9686
H25 -1.8212 1.0189 2.8376
H26 -3.1081 -3.1917 -2.7560
H27 3.0023 -2.3344 -2.0149
H28 -1.1031 -3.1546 -4.0774
H29 6.1216 0.6216 0.4073
H30 3.1325 -2.2905 1.3381
H31 -2.5331 2.9083 4.2621
H32 0.4089 -4.9818 -2.4690
H33 2.0194 -3.6466 -1.3780
H34 1.0797 -3.0364 -3.5338
H35 -0.3343 -5.2470 4.7581
H36 1.1369 3.3369 -6.1847
H37 -7.6540 -0.2285 0.2071
H38 2.3844 1.8763 2.0630
H39 -0.0801 -3.3928 -0.5250
H40 3.5060 2.4223 -2.7671

Cartesian forces (eV/Å) of the 6 atoms listed first:
Sb -0.0414 0.0689 -0.0442
Br -0.0169 0.0121 0.0028
Sc 0.1215 0.0510 0.0504
S 0.0546 -0.0420 -0.0664
F 0.0029 -0.0036 -0.0102
F 0.0046 -0.0010 -0.0022

As for the total energy: -6555.0770 a.u. Its net charge is +1. The calculation puts the lowest unoccupied orbital energy at -3.11 eV. The HOMO energy is -9.97 eV. The value obtained for the gap between HOMO and LUMO is 6.86 eV.

---

2.
Density functional theory data (ωB97M-V/def2-TZVPD) for a structure of composition C52H51AsBrN4O7SiTi in a non-equilibrium geometry.

Atoms and positions in Å:
Br1 -3.8563 -4.0660 -5.3318
As1 0.5710 1.1213 -1.2965
Ti1 -0.0977 -0.9269 1.1549
Si1 -2.2711 -3.4025 2.0374
O1 -1.3293 0.9260 1.5450
O2 -1.0575 -0.8423 -0.5004
O3 -0.8440 -1.4471 8.3342
O4 -0.8024 -3.0159 -0.8974
O5 2.5301 -3.1955 3.0789
O6 1.1803 -2.1520 1.6273
O7 1.1423 -2.4854 8.0267
N1 -4.0158 -0.4782 -3.3300
N2 0.0173 -0.7691 3.4462
N3 1.2183 0.4859 0.3338
N4 -1.9532 -1.7159 1.8054
C1 -2.3747 -1.8092 -2.2003
C2 0.2538 4.1859 -2.1781
C3 -0.8217 -0.2331 4.3373
C4 -0.1175 4.8573 2.2187
C5 -3.7093 1.5367 1.6550
C6 0.0824 -1.4976 6.1682
C7 -3.3411 -4.1862 0.6813
C8 0.9248 -2.0940 5.2393
C9 -1.3417 3.2452 0.9122
C10 4.3544 2.4837 2.3540
C11 -0.6273 1.1086 -4.1640
C12 -5.3549 -0.1870 1.7275
C13 2.3251 -1.9313 -1.2472
C14 -2.5867 -2.8619 -3.0688
C15 3.8388 4.0846 -3.3447
C16 -0.8240 -0.5665 5.6804
C17 0.1312 -1.8527 7.6730
C18 -0.0612 2.5233 2.8121
C19 -0.7521 -4.4792 2.1418
C20 -3.5197 -2.6828 -4.0691
C21 -2.7104 0.5872 1.6264
C22 3.4663 3.2017 1.5615
C23 4.2211 2.8110 -2.9497
C24 -5.0494 1.1613 1.6973
C25 0.1362 -0.1564 -3.8523
C26 1.5215 -1.5611 -2.4706
C27 0.7182 -2.3820 -4.6242
C28 2.4261 2.5674 0.9045
C29 1.6196 -2.4389 2.8405
C30 2.5322 4.4662 -3.0949
C31 3.1326 0.4717 1.8068
C32 0.0785 -1.1653 -4.8081
C33 3.3364 1.9299 -2.3364
C34 -0.9507 4.5548 1.1506
C35 -3.1110 -0.6426 -2.3637
C36 2.0086 2.3154 -2.0949
C37 0.8638 -0.3382 -2.6548
C38 -4.3476 -1.1354 1.7494
C39 1.6206 3.6125 -2.4712
C40 -0.9320 2.2396 1.7747
C41 3.8586 0.5769 -1.9386
C42 -2.9691 -0.8115 1.7229
C43 -3.1466 -3.6567 3.6884
C44 0.6426 -3.4783 -5.6549
C45 4.1636 1.1129 2.4756
C46 1.4375 -2.5481 -3.4552
C47 0.8420 -1.7212 3.9115
C48 0.3409 3.8326 3.0319
C49 -1.3338 -1.9363 -1.1234
C50 -4.2117 -1.4890 -4.1720
C51 2.2352 1.1741 0.9820
C52 4.8196 5.0177 -4.0055
H1 -0.0694 -3.2299 -6.4425
H2 -4.0969 -3.1238 3.7570
H3 4.9478 0.5589 -1.9896
H4 0.1970 5.8783 2.3944
H5 5.1855 4.6027 -4.9473
H6 0.3306 1.7273 3.4243
H7 -2.0126 -3.7723 -2.9573
H8 1.6175 -3.6457 -6.1195
H9 -2.6947 -4.6503 -0.0663
H10 3.5634 4.2783 1.4708
H11 1.9439 -3.4921 -3.2711
H12 -4.9459 -1.3416 -4.9560
H13 -1.2908 5.3387 0.4850
H14 0.1212 4.3065 -1.1043
H15 -3.9893 -4.9571 1.1089
H16 -3.3421 -4.7194 3.8614
H17 -0.0625 -4.3187 1.3139
H18 -3.9727 -3.4639 0.1602
H19 3.4694 -0.1966 -2.6031
H20 -1.5317 -0.1209 6.3661
H21 2.5024 -1.0954 -0.5772
H22 4.8316 0.5249 3.0943
H23 -1.0982 -5.5170 2.1055
H24 -5.8228 1.9178 1.7050
H25 5.6878 5.1899 -3.3659
H26 -2.5123 -3.2964 4.5033
H27 3.2862 -2.3512 -1.5536
H28 -1.5331 0.4902 3.9615
H29 1.6324 -2.8516 5.5455
H30 -4.6228 -2.1772 1.8128
H31 -0.5559 3.5490 -2.5281
H32 5.2455 2.4896 -3.1147
H33 -3.4674 2.5871 1.6664
H34 -1.9467 2.9958 0.0514
H35 -6.3888 -0.5121 1.7474
H36 -0.5030 -0.9968 -5.7097
H37 0.3309 -4.4210 -5.2008
H38 4.3594 5.9832 -4.2180
H39 3.0376 -0.6009 1.8908
H40 1.7183 3.1661 0.3439
H41 3.5640 0.3248 -0.9199
H42 0.1518 5.1674 -2.6447
H43 0.0464 1.9640 -4.2332
H44 1.7916 -2.6959 -0.6803
H45 5.1701 2.9789 2.8657
H46 -1.1517 1.0078 -5.1145
H47 -1.3684 1.3281 -3.3923
H48 -2.9534 0.1852 -1.6819
H49 2.2061 5.4631 -3.3774
H50 -0.2100 -4.3466 3.0804
H51 1.0347 4.0383 3.8365

Cartesian forces (eV/Å) of the 6 atoms listed first:
Br 0.0111 0.0371 0.0241
As 0.4821 0.3247 -0.4792
Ti -0.1818 1.3260 1.9357
Si -0.2456 -0.0836 0.1546
O -0.5923 -0.1487 0.2819
O -0.7419 -0.1096 -1.9172

As for the total energy: -8706.9587 a.u. Its net charge is -2. Its spin multiplicity is 2. The calculation puts the lowest unoccupied orbital energy (spin up / spin down) at 3.36 / 3.36 eV. The HOMO energy (spin up / spin down) is -2.25 / -2.82 eV. The value obtained for the gap between HOMO and LUMO (spin up / spin down) is 5.61 / 6.18 eV. As for the expectation value of S²: 0.75.

---

3.
Density functional theory data (ωB97M-V/def2-TZVPD) for a cluster of 4 separate species, C27H24IN5O9P in total in a non-equilibrium geometry.

Atoms and positions in Å:
I1 -0.2568 -0.4740 -4.3465
P1 -2.5923 -3.9809 0.1378
O1 2.7569 0.8891 11.3410
O2 0.2540 0.6597 -1.6755
O3 -3.2240 0.3352 -2.9410
O4 1.6956 0.4504 2.7351
O5 -0.3280 0.0552 -9.6681
O6 -0.9417 -1.0975 -7.9493
O7 2.8765 3.0410 11.2433
O8 3.4531 0.2942 3.9768
O9 -3.7795 0.3794 -0.8105
N1 -1.0892 -0.1903 -8.7455
N2 -5.8046 -2.5163 -1.3954
N3 2.8905 0.5593 2.9217
N4 2.8946 1.9349 10.7300
N5 -2.6011 -3.2084 -3.7664
C1 3.5169 2.9464 7.1863
C2 3.1068 0.6168 8.6551
C3 3.2984 3.0256 8.5550
C4 5.2851 1.8922 -0.2998
C5 3.3232 0.5461 7.2857
C6 5.0939 1.1367 1.9767
C7 3.5321 1.7082 6.5537
C8 -3.2960 -2.3109 -0.4002
C9 -3.9984 -5.1411 0.6688
C10 -3.5916 2.5321 -9.2908
C11 5.8775 1.5650 0.9148
C12 -0.9472 -1.4018 -1.2394
C13 -0.2644 -0.3016 -2.1633
C14 3.1172 1.3678 0.6016
C15 -2.4728 -1.6218 -1.5801
C16 -4.2253 1.2712 -7.3354
C17 -3.1873 -0.2026 -1.8219
C18 -2.2639 0.6706 -8.5755
C19 -4.7532 -2.5038 -0.9414
C20 -1.7226 -3.6069 1.7932
C21 -3.1272 0.4409 -7.5108
C22 -4.4553 2.3161 -8.2220
C23 -2.6718 -2.5600 -2.8244
C24 3.9075 1.7980 -0.4551
C25 3.1007 1.8576 9.2803
C26 3.7179 1.0357 1.8092
C27 -2.4896 1.7081 -9.4709
H1 3.3330 -0.4159 6.7874
H2 3.4489 2.0566 -1.4020
H3 -1.8212 1.8864 -10.3037
H4 -4.9005 1.1054 -6.5044
H5 6.9521 1.6412 1.0319
H6 5.5650 0.8841 2.9182
H7 -4.6081 -5.4758 -0.2073
H8 -3.7766 3.3467 -9.9812
H9 3.6786 3.8505 6.6113
H10 -0.3879 -2.3593 -1.4743
H11 3.2885 3.9945 9.0379
H12 3.7086 1.6481 5.4858
H13 -4.6044 -4.7188 1.5170
H14 -2.5476 -3.5334 2.5676
H15 -5.3111 2.9667 -8.0792
H16 -2.9568 -0.3705 -6.8132
H17 5.9008 2.2212 -1.1298
H18 2.0442 1.2958 0.4664
H19 -1.0445 -4.4643 2.0544
H20 -3.4782 -6.0588 1.0839
H21 2.9481 -0.2950 9.2169
H22 -1.1853 -2.6322 1.6708
H23 -0.8041 -1.1203 -0.1623
H24 -3.3615 -1.6531 0.5094

Cartesian forces (eV/Å) of the 6 atoms listed first:
I 0.1191 -0.2296 0.6414
P 0.7826 -1.0738 -0.2862
O 0.0296 0.2547 -0.1462
O -0.1480 -0.8314 -0.4595
O 1.2560 -1.6483 -0.3035
O 0.3463 0.0177 0.1094

As for the total energy: -2633.0110 a.u. Its net charge is -1. The calculation puts the lowest unoccupied orbital energy at 0.72 eV. The HOMO energy is -5.17 eV. The value obtained for the gap between HOMO and LUMO is 5.89 eV.

---

4.
Density functional theory data (ωB97M-V/def2-TZVPD) for a cluster of 2 separate species, C2H8N2O2 in total.

Atoms and positions in Å:
O1 -1.1775 2.0164 1.8588
O2 0.8292 -1.9338 0.5373
N1 1.0303 0.3056 0.5181
N2 -0.8487 0.3337 -1.5612
C1 0.0140 -0.8429 -1.4377
C2 0.6602 -0.8872 -0.0537
H1 -0.5702 2.6228 1.4294
H2 -0.6678 0.8676 -2.4001
H3 0.6520 1.1473 0.1147
H4 -0.5250 -1.7742 -1.5421
H5 -1.8403 0.1650 -1.6243
H6 0.7333 -0.7974 -2.2508
H7 0.8509 0.3402 1.5034
H8 -2.0513 2.3964 1.7313

Cartesian forces (eV/Å) of the 6 atoms listed first:
O 0.0064 -0.0839 0.1271
O -0.1338 -0.1141 -0.2753
N -0.2254 0.4692 -0.2481
N -0.1909 0.6932 -0.5070
C -0.3956 0.6140 -0.0204
C 0.2027 -0.1557 0.3583

As for the total energy: -341.0015 a.u. The calculation puts the lowest unoccupied orbital energy at 0.60 eV. The SMILES is NCC(N)=O.O. The HOMO energy is -9.33 eV. The value obtained for the gap between HOMO and LUMO is 9.93 eV.